{"formula": "C16H17CaN3O7S4Se", "method": "ωB97M-V with the def2-TZVPD basis set", "species": ["Ca", "O", "C", "O", "C", "O", "C", "C", "O", "O", "H", "H", "H", "H", "H", "S", "S", "S", "S", "C", "N", "C", "Se", "N", "C", "C", "C", "C", "C", "C", "H", "H", "H", "H", "H", "H", "H", "H", "O", "C", "C", "C", "C", "O", "N", "H", "H", "H", "H"], "coordinates": [[0.32, 0.03, 0.49], [-0.92, -1.23, -3.06], [-0.12, -0.13, -2.62], [0.66, -0.39, -1.63], [-1.00, 1.10, -2.40], [-1.50, 1.19, -1.07], [-2.64, 0.39, -0.77], [-2.83, 0.28, 0.75], [-3.99, 0.24, 1.18], [-1.76, 0.19, 1.45], [-0.40, -2.00, -2.77], [-0.37, 1.98, -2.52], [-1.83, 1.14, -3.13], [-3.54, 0.84, -1.20], [-2.51, -0.61, -1.19], [2.48, 1.95, 0.02], [2.56, 2.45, -1.99], [2.78, 0.78, -3.19], [1.02, 0.36, -4.17], [-1.37, 6.20, 3.04], [-1.53, 4.79, 3.27], [-1.34, 3.81, 2.32], [-0.84, 3.92, 0.60], [-1.61, 2.62, 2.95], [-1.98, 2.83, 4.25], [-2.36, 1.96, 5.26], [-2.69, 2.52, 6.50], [-2.64, 3.90, 6.71], [-2.26, 4.77, 5.69], [-1.93, 4.21, 4.47], [-0.94, 6.31, 2.04], [-0.70, 6.63, 3.78], [-2.33, 6.71, 3.07], [-1.57, 1.74, 2.43], [-2.40, 0.90, 5.09], [-2.99, 1.87, 7.31], [-2.90, 4.30, 7.68], [-2.22, 5.84, 5.85], [1.35, -0.54, 2.65], [1.44, -1.74, 2.37], [2.07, -2.77, 3.31], [2.20, -3.98, 2.39], [1.32, -3.61, 1.18], [1.01, -4.41, 0.32], [0.98, -2.28, 1.23], [1.37, -2.94, 4.13], [3.00, -2.39, 3.73], [1.87, -4.93, 2.81], [3.22, -4.11, 2.03]], "total_charge": -2, "orbital_gap_ev": 5.25, "de_lowest_kj_mol": 130.0}

{"formula": "C2H9N4O", "method": "ωB97M-V with the def2-TZVPD basis set", "species": ["C", "C", "N", "N", "N", "N", "O", "H", "H", "H", "H", "H", "H", "H", "H", "H"], "coordinates": [[-1.72, 0.51, -0.02], [2.96, -0.39, 0.17], [-2.27, 0.84, -1.17], [-1.79, 1.42, 0.95], [1.88, -0.99, -0.15], [-1.25, -0.68, 0.30], [4.17, -0.81, -0.12], [-0.99, -1.07, 1.18], [-2.72, 1.79, -1.06], [-2.56, 0.14, -1.89], [-2.22, 2.38, 0.89], [2.82, 0.46, 0.79], [-1.26, 1.19, 1.79], [1.98, -1.76, -0.74], [-1.14, -1.28, -0.46], [4.12, -1.74, -0.47]], "total_charge": 1, "orbital_gap_ev": 10.22, "de_lowest_kj_mol": 155.2}

{"formula": "C3H11NP2Si", "method": "ωB97M-V with the def2-TZVPD basis set", "species": ["C", "Si", "C", "C", "P", "N", "P", "H", "H", "H", "H", "H", "H", "H", "H", "H", "H", "H"], "coordinates": [[1.76, 0.30, -1.66], [0.62, -0.03, -0.24], [0.92, 1.39, 1.09], [1.05, -1.69, 0.62], [-1.58, -0.26, -1.11], [-2.41, -0.10, 0.23], [-4.07, -0.32, 0.41], [2.55, -0.55, -1.75], [1.18, 0.20, -2.57], [2.33, 1.15, -1.68], [0.71, 2.26, 0.54], [0.19, 1.20, 1.91], [1.96, 1.54, 1.53], [1.42, -1.43, 1.63], [0.37, -2.58, 0.72], [1.86, -2.18, 0.04], [-4.47, 0.12, -0.77], [-4.41, 0.95, 1.06]], "total_charge": 0, "orbital_gap_ev": 7.53, "de_lowest_kj_mol": 3.5}

{"formula": "C20H47AlBr2FN2O7P2", "method": "ωB97M-V with the def2-TZVPD basis set", "species": ["C", "C", "Br", "C", "Br", "Al", "F", "C", "C", "C", "C", "C", "P", "P", "O", "O", "O", "H", "H", "H", "H", "H", "H", "H", "H", "H", "H", "H", "H", "H", "H", "H", "H", "H", "C", "O", "C", "C", "N", "C", "C", "O", "C", "H", "H", "H", "H", "H", "H", "H", "H", "H", "H", "H", "H", "H", "H", "H", "C", "O", "C", "C", "N", "C", "C", "O", "C", "H", "H", "H", "H", "H", "H", "H", "H", "H", "H", "H", "H", "H", "H", "H"], "coordinates": [[-2.76, -6.71, 6.91], [-2.63, -5.98, 5.61], [-3.27, -7.05, 4.14], [-2.17, -4.77, 5.32], [-1.55, -3.79, 6.88], [-1.98, -3.79, 3.53], [-0.52, -4.29, 2.86], [-3.56, -3.91, 2.33], [-3.29, -4.26, 0.85], [-2.41, -5.52, 0.61], [-1.03, -5.20, -0.01], [-3.16, -6.54, -0.26], [-1.70, -1.45, 4.16], [-0.95, -0.47, 2.41], [-0.14, -1.28, 1.47], [-0.13, 0.83, 2.93], [-2.18, 0.31, 1.70], [-3.75, -6.53, 7.35], [-2.01, -6.35, 7.62], [-2.64, -7.78, 6.77], [-4.32, -4.59, 2.73], [-4.02, -2.92, 2.35], [-4.24, -4.41, 0.33], [-2.81, -3.40, 0.37], [-2.23, -5.99, 1.57], [-0.22, -5.55, 0.62], [-0.87, -4.12, -0.12], [-0.93, -5.66, -1.00], [-2.62, -7.49, -0.30], [-4.16, -6.73, 0.14], [-3.27, -6.16, -1.28], [-3.01, -0.93, 4.06], [0.70, 0.54, 3.34], [-1.97, 0.41, 0.76], [6.28, 2.91, 2.94], [6.26, 2.56, 1.57], [5.70, 1.28, 1.30], [4.37, 1.39, 0.59], [3.35, 1.95, 1.46], [2.07, 2.23, 0.82], [2.04, 3.26, -0.30], [2.28, 4.60, 0.10], [3.64, 4.96, 0.21], [6.87, 3.82, 3.03], [5.28, 3.10, 3.34], [6.74, 2.13, 3.55], [5.58, 0.71, 2.23], [6.40, 0.74, 0.66], [4.06, 0.39, 0.28], [4.53, 1.97, -0.33], [3.71, 2.79, 1.90], [1.38, 2.56, 1.60], [1.67, 1.29, 0.44], [1.02, 3.25, -0.71], [2.72, 2.99, -1.13], [4.25, 4.44, -0.53], [4.05, 4.75, 1.20], [3.71, 6.03, 0.03], [-1.96, 5.03, -6.54], [-0.91, 5.11, -5.60], [-1.32, 5.26, -4.25], [-1.02, 4.02, -3.44], [-1.85, 2.90, -3.85], [-1.47, 1.62, -3.28], [-0.08, 1.07, -3.60], [0.10, 0.69, -4.95], [0.46, 1.73, -5.84], [-1.51, 5.08, -7.53], [-2.52, 4.09, -6.46], [-2.66, 5.85, -6.43], [-2.39, 5.49, -4.21], [-0.77, 6.10, -3.83], [-1.22, 4.24, -2.38], [0.05, 3.82, -3.53], [-1.83, 2.83, -4.86], [-2.20, 0.87, -3.60], [-1.55, 1.69, -2.19], [0.06, 0.16, -3.01], [0.72, 1.77, -3.31], [1.09, 2.48, -5.35], [-0.41, 2.24, -6.27], [1.02, 1.28, -6.66]], "total_charge": -1, "orbital_gap_ev": 7.20, "de_lowest_kj_mol": 0.0}

{"formula": "C6H11N2O2", "method": "ωB97M-V with the def2-TZVPD basis set", "species": ["C", "N", "C", "C", "C", "O", "N", "C", "O", "C", "H", "H", "H", "H", "H", "H", "H", "H", "H", "H", "H"], "coordinates": [[1.85, 1.19, 0.73], [0.51, 0.88, 0.57], [-0.31, 1.50, -0.30], [-1.65, 1.30, -0.53], [-2.41, 0.37, 0.21], [-3.54, 0.37, 0.59], [-1.71, -0.84, 0.60], [-0.69, -1.52, 0.21], [0.04, -1.10, -0.77], [1.31, -1.66, -1.19], [2.17, 2.01, -0.05], [1.90, 1.74, 1.78], [2.58, 0.33, 0.72], [0.09, 0.30, 1.38], [0.15, 2.25, -0.92], [-2.25, 1.93, -1.25], [-2.31, -1.18, 1.37], [-0.51, -2.61, 0.49], [1.55, -1.53, -2.23], [1.30, -2.71, -0.90], [1.93, -1.01, -0.50]], "total_charge": 1, "orbital_gap_ev": 7.83, "de_lowest_kj_mol": 384.4}

{"formula": "C3HNO2", "method": "ωB97M-V with the def2-TZVPD basis set", "species": ["N", "C", "C", "O", "C", "O", "H"], "coordinates": [[1.19, -0.08, 2.53], [0.88, -0.08, 1.24], [0.07, -0.11, -0.01], [-0.61, -1.01, 0.10], [-0.18, 0.82, -1.28], [-1.08, 0.38, -2.08], [0.59, 1.82, -1.55]], "total_charge": 0, "orbital_gap_ev": 9.24, "de_lowest_kj_mol": 294.1}

{"formula": "C5H7N", "method": "ωB97M-V with the def2-TZVPD basis set", "species": ["N", "C", "C", "C", "C", "C", "H", "H", "H", "H", "H", "H", "H"], "coordinates": [[3.57, 0.30, 0.11], [2.46, 0.02, -0.05], [1.06, -0.37, -0.23], [-1.61, -0.98, 0.84], [-1.36, 0.15, -0.07], [0.05, 0.75, 0.05], [0.94, -0.75, -1.25], [-2.52, -1.49, 0.46], [0.84, -1.20, 0.45], [-1.67, 0.02, -1.12], [-2.12, 0.84, 0.37], [0.20, 1.13, 1.07], [0.18, 1.58, -0.65]], "total_charge": 0, "orbital_gap_ev": 8.58, "de_lowest_kj_mol": 404.0}

{"formula": "C3H10OSSi", "method": "ωB97M-V with the def2-TZVPD basis set", "species": ["C", "C", "C", "O", "Si", "S", "H", "H", "H", "H", "H", "H", "H", "H", "H", "H"], "coordinates": [[3.45, 1.31, -0.92], [2.29, -0.80, 1.09], [-2.27, 1.10, 0.89], [0.36, 1.00, -0.65], [1.76, 0.51, -0.25], [-3.15, 0.16, -0.44], [4.29, 1.08, -0.21], [3.66, 1.09, -2.02], [3.48, 2.40, -0.83], [1.36, -1.02, 1.60], [2.83, -1.54, 0.63], [2.95, -0.34, 1.95], [-1.65, 1.91, 0.49], [-1.70, 0.34, 1.38], [-3.03, 1.72, 1.51], [-2.92, 1.12, -1.34]], "total_charge": 0, "s2": 2.008, "multiplicity": 3, "orbital_gap_ev": [5.65, 5.13], "de_lowest_kj_mol": 0.0}

{"formula": "C26H59O5P3Pt", "method": "ωB97M-V with the def2-TZVPD basis set", "species": ["Pt", "C", "O", "C", "O", "P", "C", "H", "C", "H", "C", "H", "C", "P", "H", "H", "C", "H", "C", "H", "H", "H", "C", "H", "H", "H", "C", "H", "H", "H", "C", "H", "H", "H", "C", "H", "H", "H", "C", "H", "H", "H", "C", "H", "H", "H", "C", "H", "C", "H", "H", "C", "H", "H", "H", "C", "H", "H", "H", "C", "H", "H", "H", "C", "H", "H", "H", "H", "H", "C", "C", "O", "P", "O", "C", "C", "O", "C", "C", "H", "H", "H", "H", "H", "H", "H", "H", "H", "H", "H", "H", "H", "H", "H"], "coordinates": [[0.23, 0.13, 0.45], [2.02, -0.11, -0.25], [3.10, -0.20, -0.66], [-1.65, 0.33, 0.72], [-2.80, 0.47, 0.78], [0.10, 2.29, -1.02], [-0.32, 2.16, -2.84], [-0.32, 3.20, -3.20], [-1.26, 3.46, -0.47], [-2.15, 2.82, -0.56], [1.71, 3.24, -1.14], [2.35, 2.50, -1.65], [1.50, -3.25, 1.10], [0.02, -2.34, 0.43], [-0.71, -3.92, -1.24], [2.27, -3.07, 0.33], [-1.45, -3.20, 1.20], [-1.17, -4.26, 1.20], [-1.14, 3.86, 1.00], [-2.08, 4.33, 1.32], [-0.33, 4.59, 1.16], [-0.95, 3.00, 1.64], [-1.48, 4.69, -1.34], [-0.65, 5.40, -1.27], [-2.38, 5.21, -0.98], [-1.65, 4.45, -2.40], [1.70, 4.51, -1.99], [1.25, 4.38, -2.98], [2.75, 4.81, -2.15], [1.21, 5.35, -1.48], [2.37, 3.54, 0.20], [3.37, 3.96, 0.02], [2.50, 2.64, 0.81], [1.81, 4.29, 0.78], [0.77, 1.42, -3.62], [1.75, 1.91, -3.56], [0.48, 1.38, -4.68], [0.89, 0.38, -3.27], [-1.71, 1.58, -3.09], [-1.79, 0.55, -2.74], [-1.91, 1.58, -4.17], [-2.50, 2.17, -2.61], [1.25, -4.76, 1.22], [0.85, -5.21, 0.31], [0.58, -4.98, 2.06], [2.21, -5.26, 1.44], [2.09, -2.73, 2.41], [1.37, -2.80, 3.25], [-0.90, -2.02, -2.21], [2.44, -1.70, 2.34], [2.96, -3.35, 2.69], [1.23, -3.35, -1.95], [-0.42, -1.03, -2.22], [-0.91, -2.40, -3.25], [-1.94, -1.89, -1.90], [-0.12, -2.99, -1.32], [1.08, -3.59, -3.01], [1.69, -4.23, -1.47], [1.95, -2.52, -1.90], [-2.76, -3.06, 0.41], [-3.07, -2.01, 0.33], [-3.55, -3.59, 0.96], [-2.70, -3.50, -0.59], [-1.67, -2.78, 2.65], [-1.88, -1.70, 2.73], [-0.82, -3.02, 3.31], [-2.56, -3.31, 3.05], [-0.16, -1.70, -5.08], [-0.18, -1.01, -5.35], [0.74, -0.95, 6.01], [0.06, -0.36, 4.80], [1.12, -0.06, 3.82], [1.21, 0.83, 2.49], [2.81, 0.82, 2.25], [3.90, 1.57, 2.96], [4.55, 0.68, 3.99], [0.81, 2.33, 2.91], [0.69, 3.01, 4.25], [-0.75, 3.32, 4.52], [1.19, -0.17, 6.64], [-0.04, -1.44, 6.60], [1.52, -1.67, 5.77], [-0.64, -1.08, 4.35], [-0.49, 0.56, 5.04], [3.48, 2.50, 3.37], [4.61, 1.82, 2.17], [3.83, 0.37, 4.75], [4.97, -0.21, 3.49], [5.38, 1.21, 4.47], [1.17, 2.36, 4.99], [1.27, 3.93, 4.13], [-1.39, 2.42, 4.52], [-0.83, 3.78, 5.51], [-1.13, 4.05, 3.80]], "total_charge": 4, "s2": 6.014, "multiplicity": 5, "orbital_gap_ev": [6.51, 3.89], "de_lowest_kj_mol": 0.0}

{"formula": "C7H18ClGdI2O2P2", "method": "ωB97M-V with the def2-TZVPD basis set", "species": ["I", "I", "Gd", "P", "C", "C", "H", "H", "H", "C", "H", "H", "H", "H", "H", "H", "C", "O", "Cl", "C", "P", "C", "C", "O", "H", "H", "H", "H", "H", "H", "H", "H", "H"], "coordinates": [[-3.55, 0.78, 0.21], [-2.10, 1.43, -4.54], [-0.73, 0.12, 0.37], [-1.49, -2.47, -0.64], [-2.76, -2.44, -1.96], [-0.30, -3.64, -1.37], [-1.62, -3.63, 1.49], [-2.31, -4.61, 0.16], [-3.25, -3.26, 0.87], [-2.25, -3.60, 0.59], [0.62, -3.60, -0.78], [-0.68, -4.67, -1.33], [-3.19, -3.43, -2.14], [-2.27, -2.08, -2.87], [-0.10, -3.37, -2.41], [-3.54, -1.74, -1.65], [0.23, 0.02, -1.88], [0.85, 0.18, -2.85], [0.60, -1.63, 1.80], [1.83, 3.10, 3.06], [1.61, 2.74, 1.32], [1.39, 4.18, 0.31], [3.06, 1.84, 0.72], [0.34, 1.89, 1.13], [1.61, 2.18, 3.63], [1.09, 3.86, 3.36], [2.85, 3.47, 3.28], [2.21, 4.88, 0.54], [1.45, 3.84, -0.74], [0.40, 4.64, 0.48], [2.97, 0.78, 0.94], [3.12, 2.02, -0.36], [3.94, 2.24, 1.24]], "total_charge": 2, "s2": 15.884, "multiplicity": 8, "orbital_gap_ev": [6.63, 3.99], "de_lowest_kj_mol": 313.2}

{"formula": "C9H21FeI2O2P2", "method": "ωB97M-V with the def2-TZVPD basis set", "species": ["C", "C", "H", "H", "H", "O", "I", "Fe", "P", "C", "C", "H", "H", "H", "H", "H", "H", "C", "H", "H", "H", "P", "C", "C", "H", "H", "H", "C", "H", "H", "H", "H", "H", "H", "C", "O", "I"], "coordinates": [[-1.76, -0.04, -1.19], [-0.46, -0.39, -1.84], [-2.14, 0.89, -1.63], [-1.76, 0.10, -0.07], [-2.48, -0.84, -1.39], [-0.36, -1.15, -2.80], [-0.39, 0.13, 3.14], [-0.07, -0.03, 0.74], [0.09, -2.34, 0.43], [1.37, -2.98, -0.71], [0.41, -3.28, 1.96], [0.21, -4.34, 1.77], [-1.43, -4.19, 0.08], [-0.24, -2.92, 2.76], [-2.31, -2.64, 0.23], [2.36, -2.66, -0.36], [1.45, -3.15, 2.27], [-1.44, -3.13, -0.20], [1.30, -4.07, -0.73], [-1.47, -3.03, -1.30], [1.20, -2.57, -1.71], [0.18, 2.33, 0.26], [1.78, 3.06, -0.26], [-0.98, 3.12, -0.91], [-1.08, 3.01, 2.23], [-0.16, 4.38, 1.52], [0.68, 3.13, 2.51], [-0.13, 3.32, 1.79], [-2.01, 2.91, -0.61], [-0.82, 4.21, -0.90], [1.82, 4.11, 0.08], [1.88, 3.01, -1.35], [-0.82, 2.74, -1.93], [2.60, 2.49, 0.20], [0.78, 0.38, -1.37], [1.78, 0.62, -1.98], [2.43, -0.19, 1.24]], "total_charge": 2, "s2": 8.973, "multiplicity": 6, "orbital_gap_ev": [7.06, 5.76], "de_lowest_kj_mol": 204.2}

{"formula": "C3H4N2O", "method": "ωB97M-V with the def2-TZVPD basis set", "species": ["C", "C", "O", "N", "C", "N", "H", "H", "H", "H"], "coordinates": [[1.04, 1.08, 0.61], [-0.53, -0.51, -0.13], [-0.05, -0.62, -1.38], [-0.09, 0.20, 0.78], [-1.77, -1.95, 0.30], [-2.12, -0.89, -0.05], [-0.53, -1.28, -1.89], [1.93, 0.55, 0.23], [1.29, 1.50, 1.58], [0.84, 1.93, -0.05]], "total_charge": 0, "orbital_gap_ev": 11.12, "de_lowest_kj_mol": 335.8}